{"formula": "C22H31FeGe2N3O5S", "method": "ωB97M-V/def2-TZVPD", "elements": ["Ge", "Ge", "Fe", "S", "O", "O", "O", "O", "O", "N", "N", "N", "C", "C", "C", "C", "C", "C", "C", "C", "C", "C", "C", "C", "C", "C", "C", "C", "C", "C", "C", "C", "C", "C", "H", "H", "H", "H", "H", "H", "H", "H", "H", "H", "H", "H", "H", "H", "H", "H", "H", "H", "H", "H", "H", "H", "H", "H", "H", "H", "H", "H", "H", "H", "H"], "xyz": [[3.20801, -0.44740, -0.51402], [0.52954, -0.80124, 2.24280], [-0.66794, 0.46208, 0.61095], [-2.35998, 2.05051, 1.33855], [1.30539, 0.20357, -0.64456], [2.98947, 0.16433, -2.95259], [-1.53985, 0.64603, -4.40105], [1.23006, 0.41877, -5.40291], [-1.38776, 0.22906, -1.40290], [-3.91414, -0.07814, 0.96210], [-2.77708, -0.89364, 0.85580], [-4.95156, 1.96825, 1.11160], [6.63339, -1.95375, 3.23720], [1.16724, 2.12170, 2.31128], [2.45437, -1.30033, 2.31016], [-0.28369, -2.04845, 3.64188], [7.45189, -2.31045, 2.17629], [4.34895, 1.27525, -0.60126], [4.84157, -1.41610, 1.71190], [-0.45857, 0.32521, -2.25049], [-3.82039, 1.25980, 1.10145], [1.76474, 0.28099, -3.03143], [5.65119, 1.15373, -1.36215], [2.63226, -3.38440, -0.43877], [-0.55688, 0.48289, -3.73417], [5.34806, -1.50072, 3.01376], [0.60843, 1.02778, 3.20468], [0.89421, 0.40322, -4.25317], [0.89878, 0.28931, -1.90615], [5.69151, -1.74598, 0.65438], [-0.44862, -3.46447, 3.11788], [3.44603, -1.06779, 1.45686], [2.89197, -2.27308, -1.43589], [6.97812, -2.19295, 0.87951], [0.51676, -3.87936, 2.83931], [-1.08324, -3.47526, 2.23366], [-4.81750, -0.48836, 0.73656], [-2.71394, -1.30457, -0.07818], [-5.85125, 1.56139, 0.91560], [0.36852, -2.04612, 4.51346], [4.72526, -1.21112, 3.84686], [-2.80313, -1.63453, 1.55558], [1.30984, 3.04892, 2.86441], [1.23837, 0.90001, 4.08424], [5.47159, 0.86561, -2.39461], [3.71466, 2.02506, -1.06724], [1.76893, -3.15134, 0.18662], [7.60686, -2.45721, 0.04312], [8.45373, -2.67027, 2.35706], [2.67254, -1.88280, 3.20406], [-4.89582, 2.96690, 1.23048], [-0.39101, 1.29971, 3.54754], [3.48514, -3.54200, 0.21655], [2.43282, -4.31258, -0.96971], [5.33734, -1.67097, -0.36635], [6.14394, 2.12385, -1.35485], [6.32064, 0.43353, -0.89917], [0.47363, 2.34145, 1.48334], [-1.24604, -1.64735, 3.95995], [2.03672, -2.14527, -2.09719], [-0.89220, -4.11579, 3.86857], [3.75941, -2.48865, -2.05550], [7.00306, -2.04773, 4.24701], [2.12826, 1.82721, 1.89035], [4.53687, 1.55011, 0.43683]], "forces_ev_per_angstrom": [[0.076, -0.108, 0.668], [1.572, -1.284, 3.115], [-1.065, 0.177, -2.110], [0.716, 0.463, 0.157], [0.354, -0.007, 1.179], [-0.565, 0.129, -0.308], [0.093, -0.089, 0.198], [-0.041, 0.004, 0.470], [-0.496, 0.134, 1.747], [-0.333, -0.129, -0.256], [0.264, 0.153, -0.155], [0.208, -0.266, -0.065], [0.085, -0.053, 0.118], [0.062, -0.131, 0.095], [-0.881, -0.086, -0.355], [-0.075, 0.516, -0.919], [-0.035, 0.021, -0.103], [-0.758, -1.215, 0.027], [0.447, -0.293, 0.391], [1.647, -0.088, -0.263], [-0.197, -0.438, 0.041], [1.002, 0.029, 0.204], [0.002, -0.037, -0.102], [-0.057, 0.122, 0.030], [-0.178, 0.035, -0.227], [-0.049, -0.025, -0.214], [-0.592, 0.306, -0.600], [-0.209, 0.054, -0.737], [-1.266, 0.069, -0.796], [-0.230, 0.113, 0.144], [0.072, 0.052, 0.038], [-0.740, 0.792, -1.603], [0.412, 1.086, 0.438], [0.180, -0.039, 0.005], [0.069, -0.155, -0.096], [-0.096, -0.176, -0.139], [0.296, 0.059, 0.069], [-0.116, 0.182, 0.106], [-0.027, -0.021, 0.050], [0.172, 0.222, -0.001], [-0.054, 0.019, 0.088], [-0.055, 0.230, -0.052], [-0.048, 0.116, -0.085], [0.101, -0.460, -0.051], [0.057, -0.017, -0.090], [-0.185, 0.012, 0.025], [-0.010, -0.110, 0.035], [0.075, -0.022, -0.071], [0.059, -0.016, 0.019], [-0.070, 0.073, 0.250], [0.012, -0.044, -0.050], [-0.014, -0.105, 0.058], [0.038, -0.086, 0.095], [-0.026, -0.122, -0.018], [0.056, -0.121, -0.130], [0.150, 0.041, -0.083], [0.108, -0.022, -0.008], [0.164, 0.249, -0.096], [-0.037, 0.129, 0.050], [0.037, 0.128, -0.065], [-0.033, -0.087, -0.002], [0.043, 0.065, -0.123], [0.028, 0.065, 0.107], [0.019, 0.056, -0.130], [-0.137, -0.051, 0.086]], "e_above_lowest_kj_mol": 89.4, "multiplicity": 6, "s2": 8.764, "homo_ev": [-10.894, -11.008], "total_energy_ha": -7212.80357, "e_lumo_ev": [-2.717, -5.291], "charge": 1}